No. 1
A structure of composition C6H18LuO5P2S in a non-equilibrium geometry, computed with ωB97M-V with the def2-TZVPD basis set.

HOMO level = -17.7 eV
E = -79745.657 eV
orbital gap = 0.1076 Eh
LUMO energy = -14.793 eV

The geometry in ORCA input format:
```
! RIJCOSX wB97M-V def2-TZVPD def2/J DEFGRID3
* xyz 3 1
C 0.78 -2.60 0.24
C 0.63 -1.88 -1.17
C 0.74 -0.30 -1.18
P 1.41 0.52 0.40
C -0.24 1.45 0.81
C -1.45 0.50 1.13
C -2.80 1.34 1.08
S -3.13 1.94 -0.62
O -2.26 3.10 -0.97
O -4.54 2.36 -0.79
O -2.78 0.74 -1.74
P 3.49 -0.31 -0.01
O 4.02 0.41 -1.43
O 4.47 0.40 1.15
H 0.24 -3.62 0.15
H 0.30 -2.07 1.09
H 1.85 -2.86 0.42
H -0.35 -2.24 -1.60
H 1.42 -2.31 -1.82
H -0.25 0.17 -1.42
H 1.43 -0.03 -2.02
H 2.00 1.83 0.30
H 1.47 -0.08 1.70
H -0.05 2.04 1.74
H -0.42 2.18 -0.02
H -1.39 0.10 2.17
H -1.58 -0.35 0.41
H -2.81 2.15 1.83
H -3.64 0.65 1.34
H -2.97 -0.12 -1.31
H 3.52 1.25 -1.47
H 3.94 0.56 1.95
Lu -1.04 -4.92 -0.34
*
```



No. 2
A cluster of 2 separate species, C6H18N in total in a non-equilibrium geometry, computed with ωB97M-V with the def2-TZVPD basis set.

HOMO level = -14.7 eV
E = -7994.531 eV
orbital gap = 0.4006 Eh
energy above the lowest of the compared OMol25 structures with the same formula, charge and spin = 3.105 eV
LUMO energy = -3.818 eV

The geometry in ORCA input format:
```
! RIJCOSX wB97M-V def2-TZVPD def2/J DEFGRID3
* xyz 1 1
C -1.99 -0.81 -0.33
C -2.55 0.10 -1.46
N -0.78 -1.51 -0.88
H -1.59 -0.34 0.48
H -2.79 -1.45 0.05
H -2.99 -0.57 -2.19
H -2.02 0.88 -1.86
H -0.22 -0.70 -1.40
H -0.23 -2.01 -0.26
H -1.39 -2.27 -1.58
H -3.45 0.80 -1.14
C 1.07 0.73 0.54
C 1.77 1.89 1.40
C 2.06 0.18 -0.56
C 0.65 -0.37 1.56
H 0.15 1.12 0.13
H 2.96 1.78 1.30
H 2.16 -0.94 -0.63
H 1.54 0.10 -1.58
H 2.98 0.70 -0.70
H 0.26 0.18 2.46
H -0.02 -1.16 1.35
H 1.45 -1.01 1.78
H 1.53 1.81 2.39
H 1.42 2.88 1.13
*
```



No. 3
A cluster of 2 separate species, C6H18N2O in total in a non-equilibrium geometry, computed with ωB97M-V with the def2-TZVPD basis set.

HOMO level = -6.5 eV
E = -11537.340 eV
orbital gap = 0.2673 Eh
energy above the lowest of the compared OMol25 structures with the same formula, charge and spin = 4.366 eV
LUMO energy = 0.734 eV

The geometry in ORCA input format:
```
! RIJCOSX wB97M-V def2-TZVPD def2/J DEFGRID3
* xyz 0 1
C 0.68 0.46 -1.05
C 1.44 1.73 -1.41
C -0.10 -0.08 -2.24
C 1.40 -0.56 -0.30
C -0.23 1.83 1.19
N -0.66 1.07 0.00
H -1.36 1.60 -0.52
H 1.62 -1.45 -0.89
H 2.10 1.52 -2.26
H 2.06 2.08 -0.59
H 0.76 2.54 -1.70
H 0.58 -0.29 -3.06
H -0.62 -1.01 -1.97
H -0.84 0.64 -2.59
H 2.27 -0.20 0.25
H 0.14 -1.24 0.58
H 0.09 2.83 0.91
H 0.61 1.29 1.63
H -1.03 1.88 1.93
C -0.80 -2.02 2.34
N -0.92 -1.47 1.01
O -1.44 -2.50 0.12
H -2.40 -2.37 0.14
H -1.07 0.15 0.36
H -1.78 -2.20 2.80
H -0.23 -2.95 2.36
H -0.28 -1.28 2.95
*
```



No. 4
A cluster of 3 separate species, C6H18N2O in total in a non-equilibrium geometry, computed with ωB97M-V with the def2-TZVPD basis set.

HOMO level = -8.6 eV
E = -11540.331 eV
orbital gap = 0.3507 Eh
energy above the lowest of the compared OMol25 structures with the same formula, charge and spin = 1.374 eV
LUMO energy = 0.960 eV

The geometry in ORCA input format:
```
! RIJCOSX wB97M-V def2-TZVPD def2/J DEFGRID3
* xyz 0 1
C 1.53 1.92 2.35
C 1.07 1.54 0.97
C 1.95 0.58 0.21
O 0.12 2.09 0.44
H 1.99 1.08 2.87
H 0.70 2.31 2.93
H 2.28 2.71 2.25
H 2.39 -0.16 0.87
H 1.38 0.09 -0.58
H 2.76 1.15 -0.25
C -0.96 0.02 -2.94
N -0.71 -0.67 -1.69
C -1.03 -2.08 -1.77
N -1.43 -0.11 -0.60
H -0.34 -0.42 -3.72
H -2.01 -0.04 -3.26
H -0.69 1.07 -2.82
H -0.85 -2.54 -0.80
H -2.08 -2.26 -2.05
H -0.39 -2.55 -2.52
H -1.05 0.83 -0.41
H -2.42 -0.01 -0.82
C -0.42 -0.90 2.26
H 0.63 -1.12 2.45
H -0.98 -1.78 2.54
H -0.74 -0.08 2.89
H -0.71 -0.68 1.19
*
```



No. 5
A structure of composition C6H18N2O12V in a non-equilibrium geometry, computed with ωB97M-V with the def2-TZVPD basis set.

HOMO level (spin up / spin down) = -8.3 / -10.3 eV
E = -59745.116 eV
orbital gap (spin up / spin down) = 0.3126 / 0.3851 Eh
<S²> = 3.75
LUMO energy (spin up / spin down) = 0.207 / 0.193 eV

The geometry in ORCA input format:
```
! RIJCOSX wB97M-V def2-TZVPD def2/J DEFGRID3
* xyz 0 4
V 8.17 6.35 7.47
N 8.47 4.59 9.40
O 7.55 5.45 9.48
O 8.48 3.70 10.22
O 9.38 4.73 8.49
N 10.00 5.46 5.11
O 9.57 6.37 5.92
O 11.06 5.62 4.63
O 9.24 4.47 4.88
C 4.85 4.75 6.65
C 5.93 5.30 5.72
O 7.13 4.87 6.31
O 4.68 5.57 7.77
H 5.23 3.74 6.95
H 3.91 4.76 6.07
H 5.89 6.36 5.71
H 5.88 4.93 4.69
H 7.81 4.63 5.51
H 5.01 5.17 8.59
C 5.48 9.55 6.14
C 6.94 9.32 6.29
O 7.04 8.32 7.32
O 5.15 10.69 5.47
H 5.04 9.50 7.14
H 4.98 8.68 5.64
H 7.53 10.12 6.72
H 7.51 8.96 5.41
H 6.55 8.61 8.13
H 4.57 10.58 4.72
C 8.28 8.26 10.44
C 9.27 8.81 9.38
O 9.49 7.75 8.49
O 6.95 7.94 9.99
H 8.15 9.07 11.16
H 8.71 7.38 10.90
H 10.20 9.14 9.88
H 8.91 9.69 8.82
H 10.22 7.89 7.83
H 6.87 7.00 10.05
*
```



No. 6
A cluster of 2 separate species, C6H18N3 in total in a non-equilibrium geometry, computed with ωB97M-V with the def2-TZVPD basis set.

HOMO level = -14.0 eV
E = -10977.857 eV
orbital gap = 0.3983 Eh
energy above the lowest of the compared OMol25 structures with the same formula, charge and spin = 1.409 eV
LUMO energy = -3.168 eV

The geometry in ORCA input format:
```
! RIJCOSX wB97M-V def2-TZVPD def2/J DEFGRID3
* xyz 1 1
C 1.57 -1.06 -1.76
C 0.26 -0.45 -2.34
C 2.61 0.05 -1.64
H 1.96 -1.83 -2.43
H 1.17 -1.50 -0.84
H -0.70 -0.63 -1.87
H 0.33 0.65 -2.43
H 2.27 0.89 -1.02
H 2.80 0.56 -2.58
H 0.08 -0.72 -3.39
H 3.48 -0.36 -1.13
C -1.78 -0.62 1.17
C -2.86 -0.47 0.12
C 0.09 0.87 1.82
N -1.18 0.67 1.44
N 0.86 -0.15 2.12
N 0.44 2.16 1.94
H -2.38 -0.88 2.07
H -1.17 -1.51 1.02
H -2.31 0.01 -0.72
H -3.75 0.12 0.33
H -1.89 1.35 1.65
H 0.46 -1.03 2.42
H 1.70 -0.08 2.68
H -0.24 2.89 1.86
H 1.39 2.46 1.85
H -3.23 -1.40 -0.33
*
```



No. 7
A structure of composition C6H18N4 in a non-equilibrium geometry, computed with ωB97M-V with the def2-TZVPD basis set.

HOMO level = -17.9 eV
E = -12451.370 eV
orbital gap = 0.3514 Eh
energy above the lowest of the compared OMol25 structures with the same formula, charge and spin = 6.874 eV
LUMO energy = -8.375 eV

The geometry in ORCA input format:
```
! RIJCOSX wB97M-V def2-TZVPD def2/J DEFGRID3
* xyz 2 1
C 2.66 0.08 -0.01
C 3.53 -0.88 0.61
C 0.67 2.36 0.17
C -1.06 -0.55 -1.90
C -1.48 -1.50 0.83
C -2.86 0.47 0.69
N 1.34 -0.21 -0.08
N 0.42 0.72 -0.64
N -0.93 0.32 -0.69
N -1.47 -0.05 0.61
H 3.09 0.95 -0.41
H 3.18 -1.79 0.90
H 4.09 -0.36 1.31
H 4.36 -1.12 -0.05
H 1.73 2.53 0.37
H 0.28 2.85 -0.72
H 0.20 2.28 1.13
H -2.19 -0.84 -1.89
H -0.74 0.11 -2.73
H -0.45 -1.40 -1.82
H -1.32 -1.77 1.87
H -2.35 -1.99 0.62
H -0.58 -1.96 0.23
H -3.47 -0.19 -0.06
H -3.25 0.32 1.80
H -2.91 1.52 0.43
H 0.92 -1.12 0.29
H -1.42 1.22 -0.89
*
```



No. 8
The ion C6H18NP2 with charge +1 in a non-equilibrium geometry, computed with ωB97M-V with the def2-TZVPD basis set.

HOMO level (spin up / spin down) = -8.1 / -13.5 eV
E = -26567.411 eV
orbital gap (spin up / spin down) = 0.1874 / 0.2476 Eh
energy above the lowest of the compared OMol25 structures with the same formula, charge and spin = 2.534 eV
<S²> = 2.01
LUMO energy (spin up / spin down) = -3.020 / -6.785 eV

The geometry in ORCA input format:
```
! RIJCOSX wB97M-V def2-TZVPD def2/J DEFGRID3
* xyz 1 3
C -1.85 1.40 1.29
C -3.28 -0.07 -0.27
C 3.39 -0.55 0.67
C -0.54 -1.53 -1.72
C -1.86 0.41 0.06
C 0.99 0.07 0.27
N 1.98 -1.02 0.52
P 1.73 1.58 -1.14
P -0.62 -1.01 0.10
H -2.15 0.74 2.17
H -0.83 1.67 1.51
H -2.63 2.07 1.11
H -4.02 0.77 -0.30
H -3.75 -0.74 0.54
H -3.21 -0.45 -1.35
H 3.64 0.41 1.15
H 3.97 -1.30 1.08
H 3.72 -0.47 -0.34
H -0.66 -2.59 -1.95
H 0.36 -1.01 -2.15
H -1.36 -0.90 -2.21
H -1.51 0.97 -0.70
H 0.67 0.54 1.22
H 2.09 -1.85 -0.17
H 1.56 -1.32 1.33
H 2.97 1.59 -0.50
H 1.21 2.59 -0.24
*
```